[1]
Formula: C5H8O2
Source: the Open Molecules 2025 dataset
Level of theory: the ωB97M-V functional and the def2-TZVPD basis

Element x y z (Å)
C: 1.49 0.21 -1.03
C: 0.85 -0.37 0.18
O: 1.61 -0.78 1.14
C: -0.52 -0.71 0.47
O: -0.64 -1.37 1.57
C: -1.64 -0.13 -0.33
C: -0.94 0.96 0.41
H: 2.14 -0.55 -1.47
H: 0.76 0.52 -1.78
H: 2.12 1.07 -0.76
H: 0.81 -1.24 1.73
H: -2.60 -0.46 0.05
H: -1.57 -0.13 -1.41
H: -0.43 1.74 -0.15
H: -1.31 1.23 1.39

Properties
Kohn-Sham gap in eV: 9.26
HOMO level in eV: -8.43
ΔE to the lowest compared entry with this formula, charge and spin in eV: 2.437
LUMO level in eV: 0.8
E in eV: -9407.395
Largest force on an atom in hartree/bohr: 0.0079



[2]
Formula: H4NO3PS
Source: the Open Molecules 2025 dataset
Level of theory: the ωB97M-V functional and the def2-TZVPD basis

Element x y z (Å)
N: 1.54 0.57 -0.27
O: -2.28 -1.04 0.78
O: -1.36 -0.92 -0.29
O: -1.00 0.42 -0.43
P: 0.28 1.05 0.68
S: 2.39 -0.82 0.21
H: 1.88 0.77 -1.19
H: -3.07 -0.53 0.80
H: -0.01 2.42 -0.01
H: 1.63 -1.91 -0.27

Properties
Kohn-Sham gap in eV: 10.25
HOMO level in eV: -9.54
ΔE to the lowest compared entry with this formula, charge and spin in eV: 6.629
LUMO level in eV: 0.7
E in eV: -27815.280
Largest force on an atom in hartree/bohr: 0.0656



[3]
Formula: C5H8O2
Source: the Open Molecules 2025 dataset
Level of theory: the ωB97M-V functional and the def2-TZVPD basis

Element x y z (Å)
C: 1.81 -0.56 0.42
C: 0.42 0.06 0.57
C: -1.04 -0.57 0.29
O: -1.12 -1.50 -0.73
C: -1.45 0.85 -0.25
O: -1.01 0.77 -1.56
C: -0.03 1.16 -0.36
H: 2.48 0.11 -0.14
H: 1.74 -1.50 -0.12
H: 2.32 -0.74 1.38
H: 0.26 0.38 1.61
H: -1.52 -0.93 1.19
H: -1.14 -0.93 -1.53
H: -2.30 1.47 0.04
H: 0.57 1.92 -0.82

Properties
Kohn-Sham gap in eV: 10.53
HOMO level in eV: -9.54
ΔE to the lowest compared entry with this formula, charge and spin in eV: 3.445
LUMO level in eV: 1.0
E in eV: -9406.387
SMILES: C[C@@H]1[C@H](O)[C@@H]2O[C@H]12
Largest force on an atom in hartree/bohr: 0.0225



[4]
Formula: C2H3NO3
Source: the Open Molecules 2025 dataset
Level of theory: the ωB97M-V functional and the def2-TZVPD basis

Element x y z (Å)
C: -1.00 -0.13 0.44
C: -0.22 0.84 0.04
O: 0.47 1.75 -0.24
H: -0.65 -0.59 1.35
H: -1.75 -0.66 -0.11
O: 1.56 -1.85 -1.20
N: 1.69 -0.74 -0.81
O: 2.26 0.12 -1.74
H: 2.04 0.90 -1.32

Properties
Kohn-Sham gap in eV: 9.87
HOMO level in eV: -9.70
ΔE to the lowest compared entry with this formula, charge and spin in eV: 4.977
LUMO level in eV: 0.2
E in eV: -9751.113
SMILES: C=C=O.O=NO
Largest force on an atom in hartree/bohr: 0.0657



[5]
Formula: C32H75BrN6O2P
Source: the Open Molecules 2025 dataset
Level of theory: the ωB97M-V functional and the def2-TZVPD basis

Element x y z (Å)
C: 3.30 2.19 1.32
C: 1.73 2.38 1.41
C: 1.09 1.69 0.14
N: -0.16 0.89 0.45
C: 0.12 -0.43 -0.03
N: 0.73 -1.41 0.61
C: 1.18 -1.26 2.01
C: 1.16 -2.61 2.83
C: 0.86 -2.59 -0.30
C: 2.40 -2.97 -0.18
C: 3.04 -3.60 -1.46
C: 2.28 -4.88 -2.00
C: 3.24 -5.52 -3.11
O: 4.17 -6.38 -2.42
C: 0.74 -1.93 -1.73
C: -0.35 -0.77 -1.49
C: -1.71 -1.62 -1.56
N: -2.78 -0.88 -2.26
P: -0.17 0.64 -2.77
O: -1.29 1.81 -2.28
Br: -0.72 -0.13 -4.83
H: 3.85 3.07 1.73
H: 3.64 2.10 0.25
H: 3.62 1.24 1.82
H: 1.57 3.48 1.33
H: 1.31 1.99 2.37
H: 1.87 0.99 -0.26
H: 0.90 2.43 -0.69
H: -0.35 0.89 1.45
H: 0.52 -0.55 2.57
H: 2.21 -0.82 2.04
H: 0.86 -3.50 2.22
H: 2.22 -2.80 3.15
H: 0.58 -2.54 3.77
H: 0.13 -3.40 -0.07
H: 2.95 -2.01 0.04
H: 2.54 -3.68 0.67
H: 4.06 -3.98 -1.15
H: 3.25 -2.87 -2.28
H: 2.09 -5.61 -1.17
H: 1.30 -4.64 -2.47
H: 3.83 -4.66 -3.52
H: 2.62 -6.04 -3.87
H: 3.95 -7.27 -2.74
H: 1.66 -1.30 -1.93
H: 0.52 -2.62 -2.58
H: -1.56 -2.59 -2.09
H: -2.03 -1.91 -0.52
H: -3.68 -1.10 -1.84
H: -2.83 -1.20 -3.22
H: -1.75 1.48 -1.49
C: -4.08 -4.60 8.83
C: -2.98 -4.91 7.83
N: -2.65 -3.78 6.97
C: -1.83 -4.15 5.82
C: -0.42 -4.69 6.09
C: -2.26 -2.55 7.64
C: -1.08 -2.60 8.61
H: -4.97 -4.21 8.33
H: -4.37 -5.51 9.36
H: -3.76 -3.88 9.58
H: -3.33 -5.74 7.20
H: -2.10 -5.28 8.37
H: -1.76 -3.30 5.14
H: -2.38 -4.91 5.25
H: 0.26 -3.90 6.41
H: -0.01 -5.12 5.17
H: -0.42 -5.48 6.84
H: -3.13 -2.18 8.19
H: -2.07 -1.78 6.89
H: -1.14 -3.45 9.30
H: -1.07 -1.69 9.22
H: -0.13 -2.65 8.09
C: 6.89 3.60 -5.27
C: 5.43 3.46 -4.85
N: 5.27 3.06 -3.46
C: 3.92 2.62 -3.14
C: 2.79 3.65 -3.25
C: 5.90 3.91 -2.47
C: 5.52 5.39 -2.45
H: 7.45 2.69 -5.05
H: 6.95 3.77 -6.34
H: 7.38 4.44 -4.77
H: 4.99 2.69 -5.49
H: 4.90 4.39 -5.07
H: 3.91 2.19 -2.13
H: 3.67 1.78 -3.80
H: 2.82 4.37 -2.43
H: 1.82 3.14 -3.18
H: 2.81 4.19 -4.19
H: 6.99 3.84 -2.61
H: 5.74 3.49 -1.47
H: 5.53 5.84 -3.44
H: 6.24 5.95 -1.84
H: 4.54 5.55 -2.00
C: -7.63 2.88 -1.34
C: -6.56 2.54 -2.37
N: -6.25 3.65 -3.26
C: -5.47 3.25 -4.43
C: -4.06 2.71 -4.19
C: -5.83 4.89 -2.63
C: -4.62 4.84 -1.70
H: -8.53 3.26 -1.82
H: -7.90 1.98 -0.79
H: -7.27 3.61 -0.61
H: -6.94 1.71 -2.97
H: -5.66 2.17 -1.85
H: -5.41 4.09 -5.13
H: -6.04 2.49 -4.97
H: -3.37 3.50 -3.92
H: -3.68 2.26 -5.12
H: -4.04 1.93 -3.43
H: -6.68 5.27 -2.05
H: -5.66 5.65 -3.39
H: -4.66 4.01 -0.99
H: -4.58 5.76 -1.10
H: -3.68 4.78 -2.25

Properties
Kohn-Sham gap in eV: 6.06
Total charge: +1
HOMO level in eV: -9.56
LUMO level in eV: -3.5
E in eV: -126759.135
Largest force on an atom in hartree/bohr: 0.0618



[6]
Formula: C2H4BFILuO2
Source: the Open Molecules 2025 dataset
Level of theory: the ωB97M-V functional and the def2-TZVPD basis

Element x y z (Å)
O: 1.67 -1.48 0.71
C: 1.52 -0.52 0.01
O: 2.47 0.42 -0.07
C: 0.29 -0.42 -0.84
B: -1.01 -0.41 0.14
F: -1.97 -1.24 -0.21
I: -1.99 1.71 -0.21
H: 2.10 1.26 -0.31
H: 0.33 0.37 -1.57
H: 0.19 -1.36 -1.36
H: -0.78 -0.46 1.34
Lu: -2.80 2.12 2.36

Properties
Kohn-Sham gap in eV: 3.01
Total charge: +2
HOMO level in eV: -15.86
LUMO level in eV: -12.8
E in eV: -51327.640
Largest force on an atom in hartree/bohr: 0.0743



[7]
Formula: C4H12O
Source: the Open Molecules 2025 dataset
Level of theory: the ωB97M-V functional and the def2-TZVPD basis

Element x y z (Å)
C: -1.73 0.12 0.00
C: -1.38 -1.34 0.31
O: -2.13 -2.23 -0.54
H: -2.79 0.12 -0.32
H: -1.20 0.64 -0.75
H: -1.80 0.62 0.99
H: -0.31 -1.58 0.26
H: -1.79 -1.56 1.26
H: -1.76 -2.23 -1.43
C: 2.04 2.17 0.43
C: 2.98 1.09 -0.17
H: 2.13 3.03 -0.21
H: 1.07 1.65 0.59
H: 2.24 2.41 1.46
H: 2.50 0.10 -0.10
H: 3.78 0.84 0.55
H: 3.31 1.35 -1.14

Properties
Kohn-Sham gap in eV: 11.25
HOMO level in eV: -10.32
ΔE to the lowest compared entry with this formula, charge and spin in eV: 1.183
LUMO level in eV: 0.9
E in eV: -6388.938
SMILES: CCO.CC
Largest force on an atom in hartree/bohr: 0.0607



[8]
Formula: C5H9NO
Source: the Open Molecules 2025 dataset
Level of theory: the ωB97M-V functional and the def2-TZVPD basis

Element x y z (Å)
C: -1.15 -0.07 1.90
C: 0.12 -0.39 1.13
C: -0.05 -1.07 -0.26
N: 0.52 0.14 -0.85
C: 0.69 0.59 -2.21
C: 0.68 0.80 0.33
O: 1.08 1.91 0.59
H: -1.90 0.38 1.23
H: -0.94 0.66 2.69
H: -1.59 -0.96 2.35
H: 0.87 -0.87 1.77
H: 0.55 -1.97 -0.42
H: -1.09 -1.26 -0.55
H: 1.75 0.81 -2.40
H: 0.36 -0.19 -2.89
H: 0.11 1.50 -2.39

Properties
Kohn-Sham gap in eV: 10.21
HOMO level in eV: -9.32
ΔE to the lowest compared entry with this formula, charge and spin in eV: 0.951
LUMO level in eV: 0.9
E in eV: -8868.261
SMILES: C[C@H]1CN(C)C1=O
Largest force on an atom in hartree/bohr: 0.0069



[9]
Formula: C26H68GaO9
Source: the Open Molecules 2025 dataset
Level of theory: the ωB97M-V functional and the def2-TZVPD basis

Element x y z (Å)
C: -1.66 -0.39 2.89
C: -2.27 -1.91 2.85
O: -3.34 -2.17 3.65
O: -1.81 -3.02 2.00
C: -0.34 -3.11 1.94
Ga: 0.62 -3.03 3.77
C: 1.76 -1.27 3.93
C: -0.59 -3.39 5.41
H: -0.89 -0.35 3.77
H: -2.56 0.33 3.19
H: -1.22 0.00 1.87
H: 0.16 -2.34 1.20
H: -0.10 -4.19 1.48
H: 1.72 -4.23 3.76
H: 2.66 -1.54 4.66
H: 2.22 -0.97 2.88
H: 1.18 -0.39 4.45
H: 0.03 -3.37 6.40
H: -1.45 -2.56 5.44
H: -1.13 -4.44 5.25
C: -5.90 -0.37 1.63
C: -5.78 0.97 2.34
C: -7.12 1.67 2.42
O: -4.85 1.79 1.65
H: -6.24 -0.23 0.59
H: -4.92 -0.86 1.57
H: -6.60 -1.04 2.14
H: -5.39 0.81 3.36
H: -7.51 1.89 1.42
H: -7.02 2.64 2.93
H: -7.86 1.07 2.96
H: -5.18 1.94 0.75
C: -8.56 3.58 -1.23
C: -7.13 3.51 -1.73
C: -7.07 3.19 -3.22
O: -6.42 2.52 -1.00
H: -9.07 2.62 -1.37
H: -8.58 3.80 -0.16
H: -9.13 4.35 -1.77
H: -6.63 4.47 -1.55
H: -7.52 2.21 -3.42
H: -6.03 3.13 -3.56
H: -7.59 3.95 -3.81
H: -6.85 1.66 -1.16
C: 5.92 0.78 6.17
C: 5.73 -0.72 6.05
C: 7.06 -1.45 6.12
O: 5.09 -1.02 4.82
H: 6.54 1.17 5.35
H: 4.96 1.30 6.11
H: 6.40 1.05 7.12
H: 5.08 -1.07 6.86
H: 7.72 -1.15 5.29
H: 6.91 -2.53 6.02
H: 7.58 -1.26 7.06
H: 5.66 -0.71 4.10
C: 9.08 -2.53 2.53
C: 8.02 -3.55 2.15
C: 7.03 -2.97 1.15
O: 7.31 -3.96 3.32
H: 8.63 -1.65 3.01
H: 9.77 -2.96 3.26
H: 9.65 -2.20 1.66
H: 8.49 -4.44 1.72
H: 6.50 -2.10 1.57
H: 6.26 -3.70 0.89
H: 7.54 -2.65 0.23
H: 6.89 -3.18 3.70
C: 5.27 -0.09 -2.96
C: 5.72 -1.05 -1.87
C: 5.00 -2.39 -1.98
O: 5.45 -0.48 -0.60
H: 4.20 0.11 -2.89
H: 5.79 0.87 -2.86
H: 5.48 -0.50 -3.96
H: 6.80 -1.21 -1.94
H: 3.91 -2.26 -1.87
H: 5.32 -3.07 -1.18
H: 5.20 -2.87 -2.95
H: 4.49 -0.34 -0.53
C: 3.06 -2.61 -5.55
C: 4.50 -2.68 -6.05
C: 4.55 -3.00 -7.53
O: 5.20 -3.68 -5.32
H: 2.55 -3.57 -5.68
H: 3.04 -2.39 -4.48
H: 2.49 -1.84 -6.08
H: 4.99 -1.72 -5.86
H: 4.10 -3.98 -7.74
H: 5.59 -3.06 -7.88
H: 4.03 -2.25 -8.12
H: 4.77 -4.53 -5.48
C: -7.97 7.39 -5.02
C: -9.03 6.37 -5.40
C: -10.01 6.96 -6.40
O: -9.73 5.96 -4.24
H: -8.42 8.27 -4.54
H: -7.27 6.96 -4.29
H: -7.40 7.72 -5.89
H: -8.55 5.49 -5.83
H: -10.54 7.82 -5.98
H: -10.78 6.22 -6.66
H: -9.51 7.27 -7.32
H: -10.16 6.74 -3.85

Properties
Kohn-Sham gap in eV: 6.26
Total charge: -1
HOMO level in eV: -4.51
LUMO level in eV: 1.7
E in eV: -98865.243
Largest force on an atom in hartree/bohr: 0.1608



[10]
Formula: C4H10N2S
Source: the Open Molecules 2025 dataset
Level of theory: the ωB97M-V functional and the def2-TZVPD basis

Element x y z (Å)
N: -0.32 -1.85 1.12
C: -0.66 -0.54 1.73
C: -0.58 0.57 0.68
C: -0.94 0.31 -0.78
N: -1.86 1.33 -1.27
C: 0.47 0.81 -0.41
S: 1.93 -0.18 -0.48
H: 0.69 -1.77 0.79
H: -0.43 -2.58 1.84
H: -0.05 -0.35 2.58
H: -1.67 -0.63 2.11
H: -0.99 1.47 1.09
H: -1.17 -0.68 -1.08
H: -2.81 0.95 -1.37
H: -1.67 1.69 -2.19
H: 0.61 1.84 -0.65
H: 2.03 -0.45 -1.79

Properties
Kohn-Sham gap in eV: 9.50
HOMO level in eV: -8.62
ΔE to the lowest compared entry with this formula, charge and spin in eV: 1.375
LUMO level in eV: 0.9
E in eV: -18124.209
SMILES: NC[C@@H]1[C@@H](N)[C@@H]1S
Largest force on an atom in hartree/bohr: 0.0438



[11]
Formula: C4H5NO
Source: the Open Molecules 2025 dataset
Level of theory: the ωB97M-V functional and the def2-TZVPD basis

Element x y z (Å)
C: -0.48 1.22 0.40
C: -0.34 -0.26 0.62
C: -0.15 -1.23 -0.47
C: 0.96 -1.00 0.31
N: 1.89 -0.52 -0.57
O: 1.22 -0.40 -1.66
H: -0.20 1.75 1.31
H: 0.16 1.58 -0.41
H: -1.52 1.47 0.16
H: -0.92 -0.67 1.44
H: -0.62 -1.94 -1.13

Properties
Kohn-Sham gap in eV: 7.90
HOMO level in eV: -8.68
ΔE to the lowest compared entry with this formula, charge and spin in eV: 7.604
LUMO level in eV: -0.8
E in eV: -7758.923
SMILES: C[C@H]1C=C1N=O
Largest force on an atom in hartree/bohr: 0.0120



[12]
Formula: C4H10O3
Source: the Open Molecules 2025 dataset
Level of theory: the ωB97M-V functional and the def2-TZVPD basis

Element x y z (Å)
C: 1.03 0.36 0.22
C: 0.48 -1.00 0.59
O: -0.91 -0.88 0.22
C: -0.96 -0.79 -1.15
O: -0.47 0.42 -1.62
C: 0.91 0.54 -1.28
H: 0.57 1.29 0.61
H: 2.13 0.46 0.32
H: 0.60 -1.08 1.69
H: 0.96 -1.89 0.14
H: -0.34 -1.56 -1.65
H: -2.02 -0.97 -1.42
H: 1.50 -0.22 -1.83
H: 1.29 1.54 -1.56
O: -1.53 1.39 2.62
H: -1.63 0.46 2.32
H: -1.61 1.93 1.79

Properties
Kohn-Sham gap in eV: 11.13
HOMO level in eV: -10.24
ΔE to the lowest compared entry with this formula, charge and spin in eV: 1.754
LUMO level in eV: 0.9
E in eV: -10451.490
SMILES: C1COCOC1.O
Largest force on an atom in hartree/bohr: 0.0542



[13]
Formula: C20H51AuN3OSi4V
Source: the Open Molecules 2025 dataset
Level of theory: the ωB97M-V functional and the def2-TZVPD basis

Element x y z (Å)
N: 2.04 -0.37 -1.45
C: 3.05 -0.66 -0.81
O: 4.03 -0.94 -0.19
Au: -0.06 0.88 -4.41
V: 0.14 -0.06 -1.54
N: -0.68 -1.63 -2.11
N: -0.31 1.64 -2.57
C: -0.05 -2.97 -2.22
C: 0.49 2.90 -2.48
C: 0.96 -2.93 -3.36
C: -1.05 -4.11 -2.44
C: 0.70 -3.29 -0.94
C: 0.07 3.86 -3.59
C: 0.30 3.58 -1.13
C: 1.96 2.55 -2.69
H: 0.47 -2.67 -4.31
H: 1.44 -3.91 -3.46
H: 1.73 -2.17 -3.16
H: -1.87 -4.09 -1.71
H: -0.53 -5.07 -2.32
H: -1.48 -4.11 -3.45
H: 1.55 -2.62 -0.77
H: 1.09 -4.31 -1.01
H: 0.03 -3.24 -0.07
H: 0.11 3.35 -4.57
H: 0.77 4.71 -3.63
H: -0.94 4.26 -3.44
H: -0.70 4.02 -1.02
H: 1.02 4.40 -1.05
H: 0.46 2.89 -0.29
H: 2.35 1.88 -1.91
H: 2.55 3.47 -2.70
H: 2.09 2.04 -3.66
C: -1.75 1.90 -2.36
H: -2.15 1.27 -1.55
H: -1.94 2.94 -2.10
H: -2.31 1.68 -3.28
C: -1.90 -1.44 -2.91
H: -2.79 -1.24 -2.29
H: -1.78 -0.62 -3.65
H: -2.10 -2.33 -3.52
C: 3.10 0.25 2.96
Si: 1.63 1.24 2.28
C: 0.75 2.09 3.72
C: 2.49 2.58 1.26
Si: 0.08 -0.03 1.01
Si: 0.22 -1.87 2.50
C: 0.18 -1.44 4.35
C: -1.26 -3.03 2.22
C: 1.81 -2.85 2.21
Si: -2.11 0.66 1.55
C: -2.65 0.42 3.35
C: -2.34 2.50 1.18
C: -3.23 -0.41 0.46
H: 3.81 0.98 3.39
H: 3.63 -0.28 2.15
H: 2.85 -0.46 3.74
H: 1.33 2.99 3.97
H: -0.28 2.42 3.49
H: 0.71 1.46 4.62
H: 2.75 2.23 0.25
H: 1.89 3.49 1.17
H: 3.43 2.85 1.76
H: -0.70 -0.85 4.64
H: 0.13 -2.40 4.88
H: 1.07 -0.91 4.69
H: -1.02 -3.83 1.50
H: -1.48 -3.52 3.18
H: -2.17 -2.53 1.88
H: 1.57 -3.82 1.76
H: 2.54 -2.35 1.56
H: 2.30 -3.04 3.17
H: -1.97 0.89 4.08
H: -3.63 0.91 3.45
H: -2.77 -0.63 3.62
H: -2.62 2.68 0.14
H: -3.16 2.87 1.82
H: -1.44 3.10 1.41
H: -2.68 -1.03 -0.26
H: -3.83 -1.08 1.09
H: -3.91 0.25 -0.09

Properties
Kohn-Sham gap (alpha / beta) in eV: 5.79 / 5.67
Total charge: +2
HOMO level (alpha / beta) in eV: -14.15 / -14.11
ΔE to the lowest compared entry with this formula, charge and spin in eV: 0.579
LUMO level (alpha / beta) in eV: -8.4 / -8.4
E in eV: -88960.117
Largest force on an atom in hartree/bohr: 0.0704